Entry from the Open Molecules 2025 dataset: a cluster of 10 separate species, C38H82IN10O13 in total in a non-equilibrium geometry (the ωB97M-V functional and the def2-TZVPD basis).

## Properties
Kohn-Sham gap   5.770 eV
Largest force on an atom   0.1166 hartree/bohr
Charge   -1
E_LUMO   0.0686 hartree
Total energy   -3320.5714 Ha
Energy above the lowest of the compared OMol25 structures with the same formula, charge and spin   2.2676 eV

Element x y z (Å)
C (2.18522, 1.90246, 0.79700)
C (2.73746, 0.56602, 1.47541)
C (2.09298, -0.79501, 0.84344)
I (2.86215, -0.82439, -1.23657)
N (0.63619, -0.60960, 0.92031)
C (-0.18287, -1.80670, 0.63047)
C (-1.24801, -1.60220, -0.58307)
C (-1.99310, -0.19067, -0.48100)
C (-1.55192, 0.86253, -1.60453)
C (-1.61920, 2.34386, -0.96020)
O (-2.80143, 2.55662, -0.13128)
C (-2.45498, 2.93860, 1.19036)
C (-2.83931, 1.95640, 2.41546)
O (-1.84827, 3.99053, 1.48336)
C (0.58263, -3.16769, 0.33159)
O (0.90281, -3.62654, -0.80533)
O (0.88722, -3.95611, 1.44867)
H (2.49468, 2.04067, -0.29213)
H (1.05995, 2.02677, 0.89975)
H (2.66140, 2.77955, 1.37738)
H (2.38493, 0.57801, 2.57128)
H (3.88147, 0.52434, 1.49964)
H (2.52565, -1.63381, 1.48099)
H (0.43337, -0.25711, 1.86347)
H (-0.84311, -1.99911, 1.55724)
H (-0.77941, -1.83062, -1.59349)
H (-2.05413, -2.40873, -0.39886)
H (-3.13977, -0.29820, -0.53631)
H (-1.77376, 0.27749, 0.54146)
H (-2.23068, 0.81875, -2.52410)
H (-0.48315, 0.69197, -2.00231)
H (-0.63382, 2.62176, -0.44440)
H (-1.71159, 3.07075, -1.85151)
H (-3.57093, 2.44763, 3.13456)
H (-3.30757, 1.02761, 1.94405)
H (-1.83662, 1.69954, 2.91799)
C (-4.49280, 0.45909, -5.06381)
C (-3.43847, 1.46143, -5.45562)
O (-2.33136, 1.47907, -4.93465)
N (-3.74925, 2.36623, -6.42199)
C (-4.99058, 2.50339, -7.14994)
H (-4.10139, -0.19477, -4.28476)
H (-5.37271, 0.97516, -4.67335)
H (-4.76510, -0.15383, -5.92600)
H (-2.99400, 3.00569, -6.62870)
H (-4.77999, 2.38635, -8.21549)
H (-5.38545, 3.50588, -6.97084)
H (-5.73099, 1.76520, -6.84630)
C (-0.52289, -2.04839, 4.97245)
C (-1.89644, -2.55322, 4.61911)
O (-2.52924, -2.10674, 3.67150)
N (-2.42862, -3.53866, 5.39203)
C (-1.83699, -4.18921, 6.54379)
H (-0.23077, -1.26778, 4.27025)
H (-0.52791, -1.62504, 5.98017)
H (0.20248, -2.86229, 4.90642)
H (-3.35006, -3.82751, 5.09663)
H (-1.76805, -5.25677, 6.33669)
H (-2.49386, -4.03224, 7.40148)
H (-0.84605, -3.80251, 6.77347)
C (-2.70545, 5.99592, -0.66559)
C (-3.75646, 6.27674, -1.70520)
O (-3.56626, 6.07452, -2.89720)
N (-4.95303, 6.77299, -1.27912)
C (-5.35946, 7.07409, 0.07641)
H (-1.81025, 5.60615, -1.14834)
H (-2.44312, 6.91804, -0.14165)
H (-3.06846, 5.25018, 0.04108)
H (-5.61037, 6.93790, -2.02781)
H (-6.24235, 6.47575, 0.31261)
H (-5.61964, 8.13382, 0.13116)
H (-4.57494, 6.85840, 0.79929)
C (5.90838, 3.78065, -3.13299)
C (5.78438, 3.02252, -1.83840)
O (5.24412, 3.50187, -0.85137)
N (6.30025, 1.76224, -1.79283)
C (6.96822, 1.03696, -2.84981)
H (5.45586, 4.76602, -3.02335)
H (6.96252, 3.91001, -3.39029)
H (5.38673, 3.24625, -3.92960)
H (6.18325, 1.31042, -0.89668)
H (6.40836, 0.11863, -3.04386)
H (7.97368, 0.77828, -2.50870)
H (7.03747, 1.61798, -3.76833)
C (-2.79104, -8.29763, 7.11749)
C (-2.07424, -7.73559, 8.31690)
O (-1.73508, -6.56212, 8.38109)
N (-1.80655, -8.58224, 9.35028)
C (-2.12706, -9.98978, 9.45468)
H (-2.93502, -7.51099, 6.37770)
H (-2.19593, -9.09337, 6.66472)
H (-3.77106, -8.67924, 7.41233)
H (-1.32492, -8.13903, 10.11941)
H (-2.76142, -10.13464, 10.33196)
H (-1.19687, -10.54599, 9.58941)
H (-2.64365, -10.36154, 8.57197)
C (5.22460, 1.34548, 5.67984)
C (3.85095, 0.84295, 5.32155)
O (3.21969, 1.29497, 4.37842)
N (3.31724, -0.14845, 6.08898)
C (3.90818, -0.80380, 7.23572)
H (5.51712, 2.13062, 4.98341)
H (5.21897, 1.76205, 6.68959)
H (5.95044, 0.53226, 5.61003)
H (2.39546, -0.43594, 5.79137)
H (3.97863, -1.87273, 7.02319)
H (3.25193, -0.65195, 8.09566)
H (4.89892, -0.41690, 7.46661)
C (5.85840, 2.68936, -8.12453)
C (5.73448, 1.93081, -6.82952)
O (5.19500, 2.41182, -5.84309)
N (6.24728, 0.67074, -6.78066)
C (6.91554, -0.06120, -7.83543)
H (5.40632, 3.67440, -8.01328)
H (6.91165, 2.81857, -8.38309)
H (5.33578, 2.15628, -8.92175)
H (6.12855, 0.22212, -5.88281)
H (6.35429, -0.97803, -8.02727)
H (7.91927, -0.32079, -7.49217)
H (6.98800, 0.51543, -8.75563)
C (-0.55856, 5.69373, -5.18418)
C (-0.88348, 4.97916, -6.46814)
O (-2.02600, 4.92065, -6.90870)
N (0.14019, 4.38717, -7.14137)
C (1.54158, 4.35028, -6.77904)
H (-1.47079, 6.11400, -4.76045)
H (-0.13356, 4.99184, -4.46355)
H (0.14227, 6.50933, -5.37710)
H (-0.15010, 3.92681, -7.99203)
H (2.11778, 4.81211, -7.58423)
H (1.84343, 3.30611, -6.67562)
H (1.74055, 4.87567, -5.84725)
C (-4.97763, -7.21315, 1.51842)
C (-3.52106, -7.28452, 1.89787)
O (-2.97314, -8.34582, 2.17679)
N (-2.81868, -6.12262, 1.92374)
C (-3.29452, -4.78630, 1.62797)
H (-5.40848, -8.21396, 1.54048)
H (-5.51946, -6.58664, 2.23036)
H (-5.08154, -6.81335, 0.50753)
H (-1.84861, -6.24159, 2.18533)
H (-2.70405, -4.38868, 0.80028)
H (-3.13784, -4.16427, 2.51076)
H (-4.34959, -4.77214, 1.35830)